A 10-piece molecular cluster, C44H90F6N12O14S6 overall in a non-equilibrium geometry, computed with ωB97M-V/def2-TZVPD.

- E_LUMO (eV) = -5.040
- total energy (Eh) = -6428.067350
- orbital gap (eV) = 0.917
- charge = +2
- HOMO (eV) = -5.96

Geometry (Å):
C -13.93 9.07 8.14
C -15.08 8.49 7.39
N -16.05 9.48 6.82
C -16.22 9.71 5.40
C -17.10 10.78 5.34
N -17.47 11.13 6.64
C -16.92 10.28 7.46
C -18.24 12.25 7.21
H -13.47 8.32 8.78
H -14.14 9.87 8.85
H -13.16 9.50 7.51
H -15.65 7.77 7.98
H -14.55 7.89 6.65
H -15.89 9.05 4.61
H -17.53 11.42 4.58
H -16.97 10.18 8.54
H -19.07 11.95 7.85
H -18.62 12.78 6.34
H -17.60 12.95 7.74
C -10.65 5.30 5.80
C -9.53 6.22 5.39
N -9.99 7.46 4.79
C -10.86 7.63 3.77
C -11.00 8.98 3.41
N -10.11 9.65 4.20
C -9.48 8.74 5.07
C -9.91 11.12 4.22
H -11.34 5.99 6.28
H -10.29 4.63 6.58
H -11.27 4.81 5.04
H -8.89 5.77 4.63
H -8.86 6.52 6.20
H -11.38 6.77 3.38
H -11.60 9.43 2.63
H -8.76 8.98 5.83
H -8.87 11.32 4.48
H -10.69 11.55 4.85
H -10.05 11.55 3.22
C -19.43 15.28 -2.49
C -19.93 13.86 -2.52
N -20.42 13.51 -3.89
C -19.87 13.63 -5.12
C -20.84 13.36 -6.05
N -22.02 12.94 -5.39
C -21.74 13.08 -4.09
C -23.28 12.52 -6.04
H -18.50 15.32 -3.07
H -19.17 15.67 -1.50
H -20.28 15.85 -2.85
H -20.67 13.76 -1.73
H -19.13 13.18 -2.26
H -18.84 13.95 -5.04
H -20.96 13.36 -7.13
H -22.38 12.89 -3.23
H -23.16 11.51 -6.44
H -23.65 13.23 -6.77
H -24.09 12.46 -5.31
C -4.84 11.10 -2.78
C -5.99 12.05 -2.64
C -5.53 13.40 -2.12
N -6.71 14.30 -1.60
C -7.74 14.41 -2.79
C -7.39 13.83 -0.24
C -7.89 15.10 0.32
C -6.73 16.10 0.05
C -6.15 15.71 -1.37
H -4.94 10.31 -2.03
H -3.87 11.59 -2.75
H -4.90 10.67 -3.78
H -6.73 11.60 -1.98
H -6.50 12.09 -3.61
H -5.04 14.02 -2.87
H -4.86 13.27 -1.28
H -8.21 13.44 -2.96
H -7.16 14.84 -3.61
H -8.62 14.99 -2.52
H -8.16 13.08 -0.38
H -6.67 13.43 0.48
H -8.86 15.42 -0.08
H -7.98 15.03 1.40
H -7.16 17.10 0.09
H -6.06 16.06 0.91
H -6.35 16.33 -2.24
H -5.07 15.60 -1.42
C -13.22 14.02 7.94
C -12.18 15.05 8.46
C -11.55 14.59 9.76
N -10.39 15.56 10.28
C -9.25 15.51 9.29
C -9.94 15.15 11.73
C -9.29 16.47 12.24
C -10.11 17.58 11.49
C -10.99 16.96 10.45
H -13.67 14.24 6.97
H -13.96 13.92 8.74
H -12.82 13.01 8.07
H -12.57 16.06 8.60
H -11.47 15.06 7.63
H -11.10 13.61 9.62
H -12.33 14.47 10.51
H -9.64 15.97 8.38
H -8.74 14.55 9.29
H -8.48 16.22 9.60
H -9.29 14.28 11.67
H -10.85 15.00 12.32
H -8.28 16.44 11.82
H -9.25 16.57 13.32
H -9.48 18.39 11.12
H -10.68 18.13 12.24
H -11.00 17.33 9.43
H -12.01 16.97 10.81
C -10.05 20.39 -2.76
C -11.60 20.13 -2.67
C -12.39 21.21 -1.76
N -13.87 21.17 -1.77
C -14.35 19.80 -1.18
C -14.44 22.31 -0.80
C -15.91 22.41 -1.07
C -15.96 22.28 -2.57
C -14.73 21.49 -3.05
H -9.89 21.10 -3.57
H -9.36 19.58 -2.98
H -9.60 20.81 -1.86
H -11.68 19.10 -2.31
H -12.16 19.97 -3.59
H -12.14 22.26 -1.91
H -12.09 21.13 -0.71
H -15.44 19.78 -1.20
H -14.06 19.79 -0.13
H -13.90 18.98 -1.74
H -13.94 22.13 0.15
H -13.99 23.24 -1.16
H -16.32 21.61 -0.45
H -16.30 23.40 -0.83
H -16.85 21.73 -2.87
H -16.04 23.20 -3.15
H -14.99 20.52 -3.47
H -14.00 22.00 -3.67
N -14.01 4.45 1.46
S -13.52 3.51 0.14
O -13.00 4.23 -1.06
O -14.24 2.32 -0.23
F -12.21 3.02 0.83
S -15.02 5.17 0.60
O -16.14 4.48 -0.05
O -14.76 6.54 0.15
F -15.81 5.58 1.95
N -13.84 17.82 -6.90
S -12.36 17.60 -7.64
O -12.12 16.33 -8.40
O -11.23 18.46 -7.26
F -12.83 18.34 -8.99
S -13.85 16.50 -6.24
O -13.07 16.39 -5.01
O -14.37 15.42 -7.00
F -15.21 16.93 -5.50
N -12.69 12.79 0.56
S -13.28 12.60 -1.02
O -12.34 13.04 -2.08
O -14.71 12.81 -1.34
F -13.08 10.97 -0.96
S -13.52 13.98 0.94
O -14.82 13.85 1.65
O -13.26 15.19 0.22
F -12.70 14.27 2.28
C -10.62 10.38 -5.41
C -9.85 9.50 -6.46
O -10.35 9.21 -7.55
O -8.77 9.01 -6.09
H -11.00 11.32 -5.81
H -10.02 10.58 -4.52
H -11.40 9.73 -5.02

The molecule C2H4N2O2 in a non-equilibrium geometry, computed with ωB97M-V/def2-TZVPD.

- E_LUMO (eV) = 0.837
- total energy (Eh) = -338.440357
- orbital gap (eV) = 10.989
- HOMO (eV) = -10.15

Geometry (Å):
C 1.57 0.26 -0.53
N 1.27 -0.81 0.15
O 0.00 -0.85 0.71
C -0.65 0.35 0.75
N -1.73 0.50 0.11
O -2.17 -0.64 -0.56
H 2.59 0.32 -0.94
H 0.88 1.10 -0.81
H -0.23 1.11 1.51
H -1.53 -1.35 -0.39

A 11-piece molecular cluster, C60H82Cl8N4O12 overall in a non-equilibrium geometry, computed with ωB97M-V/def2-TZVPD.

- E_LUMO (eV) = -1.597
- total energy (Eh) = -7138.226756
- orbital gap (eV) = 6.015
- HOMO (eV) = -7.61

Geometry (Å):
C 0.87 -1.78 0.21
C 1.35 -0.71 -0.80
C 0.52 0.60 -0.76
C 0.28 1.34 -2.13
N -0.70 2.54 -1.92
C -1.96 2.27 -1.12
C -3.06 3.14 -1.66
C -2.54 3.70 -3.01
C -1.19 2.96 -3.34
C 0.14 3.74 -1.34
H -0.21 -1.80 0.34
H 1.22 -1.53 1.21
H 1.18 -2.81 0.08
H 1.23 -1.20 -1.77
H 2.36 -0.39 -0.54
H 0.97 1.25 -0.01
H -0.50 0.43 -0.40
H -0.17 0.68 -2.88
H 1.16 1.79 -2.59
H -1.89 2.06 -0.06
H -2.04 1.28 -1.57
H -3.27 3.81 -0.82
H -3.98 2.62 -1.91
H -2.51 4.78 -2.94
H -3.27 3.44 -3.79
H -0.40 3.61 -3.71
H -1.19 2.11 -4.01
H 0.08 3.61 -0.26
H -0.32 4.69 -1.59
H 1.20 3.74 -1.58
C 0.13 -10.93 0.85
C 0.32 -9.79 -0.25
C -0.81 -8.76 -0.44
C -1.42 -8.24 0.86
N -2.37 -7.09 0.64
C -1.58 -5.88 0.01
C -2.21 -4.57 0.65
C -2.93 -4.94 1.85
C -2.70 -6.46 2.03
C -3.59 -7.46 -0.22
H -0.91 -11.24 0.85
H 0.32 -10.53 1.84
H 0.78 -11.77 0.61
H 0.45 -10.29 -1.21
H 1.20 -9.18 -0.06
H -1.58 -9.24 -1.05
H -0.33 -7.95 -0.98
H -0.66 -7.94 1.58
H -2.06 -8.92 1.43
H -1.60 -5.92 -1.08
H -0.55 -5.90 0.38
H -2.83 -3.97 -0.01
H -1.49 -3.79 0.88
H -3.98 -4.64 1.81
H -2.52 -4.41 2.71
H -3.62 -6.96 2.32
H -1.79 -6.54 2.63
H -3.98 -8.37 0.23
H -3.14 -7.60 -1.21
H -4.20 -6.56 -0.16
Cl -4.46 0.53 -4.91
O -5.27 1.68 -5.00
O -3.11 0.83 -5.33
O -4.37 0.08 -3.61
O -5.09 -0.52 -5.77
Cl -4.27 -0.96 0.42
O -2.95 -1.18 -0.09
O -5.06 -2.16 0.16
O -4.08 -0.72 1.86
O -4.91 0.18 -0.11
Cl 2.76 -6.95 -0.69
C 3.67 -5.85 -1.78
C 3.05 -4.47 -1.56
Cl 1.34 -4.51 -1.95
H 3.68 -6.14 -2.83
H 4.71 -5.95 -1.46
H 3.51 -3.68 -2.15
H 3.05 -4.18 -0.51
Cl -2.60 7.27 -1.22
C -2.55 7.97 -2.84
C -1.42 7.48 -3.78
Cl 0.18 7.35 -2.94
H -2.44 9.05 -2.73
H -3.52 7.72 -3.27
H -1.28 8.25 -4.53
H -1.50 6.47 -4.19
Cl 0.90 -0.73 -5.56
C -0.11 0.02 -6.78
C 0.83 0.40 -7.92
Cl 1.43 -0.94 -8.88
H -0.59 0.91 -6.37
H -0.90 -0.62 -7.16
H 1.68 1.00 -7.58
H 0.32 1.04 -8.64
C 2.72 -3.29 3.04
C 2.90 -3.77 4.51
C 1.58 -3.83 5.19
C 0.51 -4.61 4.50
N -0.32 -5.21 3.95
H 2.03 -3.89 2.45
H 3.65 -3.31 2.46
H 2.41 -2.25 3.12
H 3.68 -3.22 5.06
H 3.30 -4.78 4.54
H 1.20 -2.82 5.07
H 1.63 -4.14 6.23
C -4.52 5.52 3.04
C -3.77 4.39 2.29
C -4.43 2.96 2.33
C -4.61 2.43 3.67
N -4.76 1.97 4.73
H -4.43 5.34 4.11
H -5.60 5.49 2.92
H -4.13 6.52 2.83
H -2.77 4.32 2.69
H -3.57 4.59 1.23
H -3.75 2.26 1.84
H -5.40 2.96 1.82
C 6.90 1.23 -0.40
C 8.15 1.84 -0.63
C 8.22 2.98 -1.41
C 7.08 3.47 -2.10
C 5.82 2.87 -1.86
C 5.75 1.78 -0.99
C 4.57 3.38 -2.47
O 3.45 3.02 -2.16
C 4.68 4.64 -3.29
C 3.52 5.46 -3.32
C 3.64 6.74 -3.91
C 4.81 7.19 -4.52
C 5.99 6.38 -4.37
C 5.93 5.14 -3.69
C 7.21 4.45 -3.18
O 8.31 4.91 -3.56
H 6.79 0.34 0.21
H 9.03 1.36 -0.24
H 9.22 3.35 -1.61
H 4.82 1.27 -0.80
H 2.60 5.19 -2.83
H 2.70 7.26 -3.83
H 4.77 8.18 -4.96
H 6.93 6.83 -4.65
C -1.08 -1.27 3.89
C -1.31 -1.48 5.23
C -1.39 -0.47 6.15
C -1.19 0.92 5.67
C -0.89 1.12 4.31
C -0.85 0.02 3.44
C -0.69 2.48 3.74
O -0.70 2.55 2.50
C -0.58 3.63 4.69
C -0.35 4.89 4.20
C -0.11 5.95 4.98
C -0.17 5.79 6.35
C -0.48 4.57 6.89
C -0.81 3.44 6.06
C -1.15 2.07 6.65
O -1.38 1.92 7.82
H -1.15 -2.10 3.21
H -1.49 -2.44 5.68
H -1.50 -0.68 7.20
H -0.69 0.26 2.40
H -0.16 5.11 3.16
H 0.06 6.96 4.62
H -0.01 6.60 7.05
H -0.70 4.51 7.95

The molecule C4H12N2S, computed with ωB97M-V/def2-TZVPD.

- E_LUMO (eV) = 0.880
- total energy (Eh) = -667.277574
- orbital gap (eV) = 9.351
- HOMO (eV) = -8.47

Geometry (Å):
C 2.24 -0.42 -0.16
N 1.03 -1.23 0.03
C -0.25 -0.53 0.04
C -0.56 0.20 -1.27
N -1.82 0.92 -1.36
C -0.29 0.36 1.29
S -1.92 0.91 1.87
H 3.11 -1.06 0.01
H 2.34 0.01 -1.16
H 2.29 0.42 0.54
H 1.02 -1.93 -0.71
H -1.03 -1.28 0.20
H -0.56 -0.57 -2.07
H 0.28 0.85 -1.52
H -1.72 1.88 -1.06
H -2.51 0.49 -0.75
H 0.10 -0.25 2.11
H 0.33 1.24 1.16
H -2.09 -0.03 2.80

A 4-piece molecular cluster, C4H16O3 overall in a non-equilibrium geometry, computed with ωB97M-V/def2-TZVPD.

- E_LUMO (eV) = 0.874
- total energy (Eh) = -387.688164
- orbital gap (eV) = 12.006
- HOMO (eV) = -11.13

Geometry (Å):
C -3.37 -0.06 1.81
C -2.00 -0.61 1.42
C -1.52 -0.09 0.05
C -1.28 1.44 0.07
H -3.50 0.15 2.87
H -4.11 -0.82 1.66
H -3.62 0.82 1.25
H -2.06 -1.69 1.31
H -1.24 -0.42 2.18
H -2.22 -0.38 -0.73
H -0.60 -0.60 -0.14
H -1.52 1.89 1.02
H -1.80 1.94 -0.72
H -0.22 1.61 -0.11
O 5.26 0.27 -5.28
H 5.03 1.19 -5.50
H 4.42 -0.01 -4.91
O 1.54 -5.11 -3.29
H 1.97 -5.62 -3.99
H 1.34 -5.79 -2.64
O 3.47 4.01 4.31
H 2.56 4.29 4.19
H 3.49 3.60 5.18

C5H7NS as an isolated structure in a non-equilibrium geometry, computed with ωB97M-V/def2-TZVPD.

- E_LUMO (eV) = 0.877
- total energy (Eh) = -647.558731
- orbital gap (eV) = 9.773
- HOMO (eV) = -8.90

Geometry (Å):
C 0.76 -0.69 -0.05
C -0.41 -0.36 0.96
C -0.35 -0.14 -0.99
C -0.55 1.25 -0.60
C -0.56 1.14 0.76
H 3.07 -0.92 -0.05
H 0.99 -1.75 0.06
H -0.42 -0.79 1.96
H -2.20 -0.59 -0.15
H -0.33 -0.49 -2.02
H -0.61 2.09 -1.27
H -0.47 1.96 1.47
N -1.24 -0.93 -0.08
S 2.32 0.22 0.00